Here is C14H17F4N2RhS2 as an isolated structure from the Open Molecules 2025 dataset. Energies are from wB97M-V/def2-TZVPD.

ORCA input file:
```
! wB97M-V def2-TZVPD RIJCOSX def2/J DEFGRID3
* xyz 0 1
C -1.27236 -3.47971 2.62809
H -3.36161 0.48997 0.26514
H 5.29132 1.67873 -0.38200
H 0.45255 2.65911 -0.98489
H -3.14845 -0.38826 -1.23486
H -2.44913 1.88993 -1.68758
N -0.57157 0.92358 -1.58096
S 1.19657 1.14156 1.13993
F -0.24388 -4.12898 3.18869
Rh 0.30428 -0.31073 -0.24836
N -1.62057 -0.74578 0.20371
H 3.80737 3.41416 0.64027
S 2.38755 -0.52631 -1.10627
H 1.17542 1.79726 -2.35100
C -2.56953 -3.82281 2.95991
C -3.56792 -3.11458 2.32951
H -1.59101 1.98818 -0.13026
H 2.86269 3.04074 2.07854
C 0.23933 2.11787 -1.90190
H 5.29117 -0.02065 -0.86445
C -3.30807 -2.10529 1.42068
C -2.60587 0.12251 -0.43070
H -1.35214 -0.76562 -2.58252
C -0.80042 0.14245 -2.81606
C 4.73805 0.91826 -0.93205
H -2.78805 -4.60529 3.66994
F -4.37304 -1.50851 0.84063
C 2.82189 1.49150 0.59449
C 3.34721 0.74930 -0.38944
F -4.85215 -3.40150 2.59058
H -1.37346 0.74207 -3.53024
C -2.00069 -1.72644 1.07930
C -1.00319 -2.47992 1.72534
F 0.29576 -2.21403 1.43725
C -1.85535 1.32902 -0.95711
H -0.31625 2.75550 -2.59667
H 0.16299 -0.11924 -3.24619
H 4.71359 1.20487 -1.98559
C 3.51842 2.61087 1.32106
H 4.41857 2.25618 1.82604
*
```

Values from the calculation:
DFT total energy = -1959.54259 Ha
max |F| = 0.35 eV/A
HOMO-LUMO gap (alpha / beta) = 6.55 / 6.55 eV